Record 1
A cluster of 2 separate species, C6H16 in total. Source: the Open Molecules 2025 dataset; level of theory: wB97M-V/def2-TZVPD.

Each atom is followed by the atoms it is bonded to, with distances in Å.
Cartesian coordinates (Å):
1 C 0.149 0.408 -2.260  C2 1.516, H4 1.097, H5 1.092, H6 1.104
2 C -1.088 0.820 -1.485  C1 1.516, C3 1.587, H7 1.089, H8 1.097
3 C -0.890 2.329 -1.036  C2 1.587, H9 1.110, H10 1.080, H11 1.084
4 H 1.006 0.696 -1.640  C1 1.097
5 H 0.159 0.916 -3.226  C1 1.092
6 H 0.315 -0.683 -2.296  C1 1.104
7 H -2.061 0.722 -1.963  C2 1.089
8 H -1.171 0.318 -0.513  C2 1.097
9 H -0.507 2.881 -1.920  C3 1.110
10 H -1.810 2.867 -0.865  C3 1.080
11 H -0.069 2.291 -0.329  C3 1.084
12 C 1.248 -0.325 2.409  C13 1.527, H15 1.119, H16 1.112, H17 1.102
13 C 0.795 -1.003 1.117  C12 1.527, C14 1.620, H18 1.088, H19 1.080
14 C -0.290 -2.200 1.232  C13 1.620, H20 1.071, H21 1.102, H22 1.109
15 H 0.403 -0.195 3.131  C12 1.119
16 H 1.930 -1.043 2.914  C12 1.112
17 H 1.619 0.633 2.011  C12 1.102
18 H 1.690 -1.474 0.715  C13 1.088
19 H 0.210 -0.448 0.399  C13 1.080
20 H -1.207 -1.785 1.599  C14 1.071
21 H 0.055 -3.093 1.777  C14 1.102
22 H -0.487 -2.631 0.230  C14 1.109

Output
DFT total energy in hartree: -238.1515
Orbital gap in eV: 12.0
HOMO energy in eV: -10.94
SMILES: CCC.CCC
Relative energy (zero: lowest compared OMol25 entry of this formula, charge and spin) in kcal per mole: 28.26

natural (NBO) charges, unit e, in atom order:
1 C -0.62
2 C -0.39
3 C -0.61
4 H 0.20
5 H 0.21
6 H 0.21
7 H 0.20
8 H 0.19
9 H 0.19
10 H 0.22
11 H 0.21
12 C -0.62
13 C -0.40
14 C -0.61
15 H 0.20
16 H 0.21
17 H 0.22
18 H 0.19
19 H 0.20
20 H 0.20
21 H 0.20
22 H 0.20

=====

Record 2
The molecule C5H4O3. Source: the Open Molecules 2025 dataset; level of theory: wB97M-V/def2-TZVPD.

Each atom is followed by the atoms it is bonded to, with distances in Å.
Cartesian coordinates (Å):
1 O -2.453 -0.650 -0.457  C2 1.179
2 C -1.478 -0.444 0.172  O1 1.179, O3 1.532, C8 1.390
3 O -0.213 -1.307 0.243  C2 1.532, C4 1.321
4 C 1.078 -1.088 0.073  O3 1.321, C5 1.406, H9 1.080
5 C 1.376 0.217 -0.361  C4 1.406, C6 1.446, H10 0.990
6 C 0.090 0.861 -0.511  C5 1.446, O7 1.521, C8 1.444, H11 1.163
7 O -0.527 2.091 0.136  C6 1.521, C8 1.457
8 C -0.865 0.740 0.565  C2 1.390, C6 1.444, O7 1.457, H12 1.179
9 H 1.674 -1.935 0.377  C4 1.080
10 H 2.281 0.577 -0.534  C5 0.990
11 H -0.583 0.375 -1.325  C6 1.163
12 H -0.379 0.563 1.624  C8 1.179

Output
DFT total energy in hartree: -418.4235
Orbital gap in eV: 9.6
HOMO energy in eV: -9.27
SMILES: O=C1OC=C[C@@H]2O[C@@H]12
Relative energy (zero: lowest compared OMol25 entry of this formula, charge and spin) in kcal per mole: 149.53

natural (NBO) charges, unit e, in atom order:
1 O -0.46
2 C 0.80
3 O -0.58
4 C 0.20
5 C -0.36
6 C 0.06
7 O -0.41
8 C -0.09
9 H 0.22
10 H 0.22
11 H 0.21
12 H 0.20

=====

Record 3
A cluster of 4 separate species, C5H19N2O4 in total. Source: the Open Molecules 2025 dataset; level of theory: wB97M-V/def2-TZVPD.

Each atom is followed by the atoms it is bonded to, with distances in Å.
Cartesian coordinates (Å):
1 N 0.684 -0.331 0.687  C2 1.494, H9 1.018, H10 1.030, H11 1.024
2 C 0.771 -0.133 -0.792  N1 1.494, C3 1.498, H12 1.053, H13 1.084
3 C -0.537 -0.510 -1.419  C2 1.498, N4 1.453, H14 1.091, H15 1.086
4 N -1.637 0.304 -0.929  C3 1.453, C5 1.485, C6 1.449
5 C -2.936 -0.290 -1.336  N4 1.485, H16 1.073, H17 1.075, H18 1.088
6 C -1.521 1.706 -1.275  N4 1.449, C7 1.512, H19 1.087, H20 1.102
7 C -0.689 2.475 -0.274  C6 1.512, O8 1.207, H21 1.103
8 O -0.214 2.018 0.737  C7 1.207
9 H 1.611 -0.446 1.090  N1 1.018
10 H 0.246 -1.250 0.845  N1 1.030
11 H 0.025 0.399 0.974  N1 1.024
12 H 1.067 0.859 -0.982  C2 1.053
13 H 1.615 -0.675 -1.200  C2 1.084
14 H -0.407 -0.532 -2.501  C3 1.091
15 H -0.803 -1.546 -1.233  C3 1.086
16 H -3.461 -0.750 -0.521  C5 1.073
17 H -2.768 -1.020 -2.106  C5 1.075
18 H -3.579 0.485 -1.749  C5 1.088
19 H -2.508 2.161 -1.290  C6 1.087
20 H -1.060 1.895 -2.257  C6 1.102
21 H -0.534 3.535 -0.537  C7 1.103
22 H 3.689 2.047 0.525  O24 0.986
23 H 2.411 1.820 1.306  O24 0.955
24 O 2.937 1.417 0.618  H22 0.986, H23 0.955
25 H 1.870 -3.002 2.343  O27 0.947
26 H 3.279 -2.349 2.031  O27 0.975
27 O 2.313 -2.219 2.050  H25 0.947, H26 0.975
28 H -0.983 -2.881 1.787  O30 0.966
29 H -0.370 -4.034 1.073  O30 0.963
30 O -0.483 -3.082 0.986  H28 0.966, H29 0.963

Output
DFT total energy in hartree: -612.1385
Charge: +1
Orbital gap in eV: 9.9
HOMO energy in eV: -12.45
Relative energy (zero: lowest compared OMol25 entry of this formula, charge and spin) in kcal per mole: 34.62

natural (NBO) charges, unit e, in atom order:
1 N -0.72
2 C -0.24
3 C -0.25
4 N -0.46
5 C -0.40
6 C -0.35
7 C 0.48
8 O -0.57
9 H 0.47
10 H 0.45
11 H 0.47
12 H 0.22
13 H 0.24
14 H 0.20
15 H 0.23
16 H 0.21
17 H 0.20
18 H 0.20
19 H 0.25
20 H 0.21
21 H 0.14
22 H 0.50
23 H 0.48
24 O -0.97
25 H 0.49
26 H 0.50
27 O -0.98
28 H 0.48
29 H 0.50
30 O -0.96

=====

Record 4
The molecule C10H11NO3S. Source: the Open Molecules 2025 dataset; level of theory: wB97M-V/def2-TZVPD.

Each atom is followed by the atoms it is bonded to, with distances in Å.
Cartesian coordinates (Å):
1 C -1.415 3.092 -1.659  C2 1.434, C3 1.422, H16 1.097
2 C -1.876 1.920 -2.345  C1 1.434, C4 1.412, H17 1.131
3 C -0.919 3.033 -0.327  C1 1.422, C5 1.379, H18 1.036
4 C -1.846 0.678 -1.673  C2 1.412, C6 1.440, H19 1.039
5 C -0.851 1.781 0.247  C3 1.379, C6 1.335, H20 1.144
6 C -1.165 0.658 -0.404  C4 1.440, C5 1.335, S15 1.831
7 C 0.279 -0.837 2.668  N11 1.329, O12 1.228, O14 1.423
8 C 0.435 -1.993 -0.250  C9 1.529, S15 2.061, H21 1.120, H22 1.064
9 C 1.524 -1.400 0.645  C8 1.529, C10 1.531, O14 1.414, H23 1.130
10 C 2.964 -1.873 0.432  C9 1.531, H24 1.070, H25 1.063, H26 1.141
11 N -0.848 -0.547 2.025  C7 1.329, S15 1.510
12 O 0.572 -0.581 3.832  C7 1.228
13 O -2.286 -1.592 0.349  S15 1.400
14 O 1.219 -1.670 2.000  C7 1.423, C9 1.414
15 S -1.097 -0.888 0.575  C6 1.831, C8 2.061, N11 1.510, O13 1.400
16 H -1.534 4.088 -2.103  C1 1.097
17 H -2.213 1.985 -3.423  C2 1.131
18 H -0.747 3.987 0.037  C3 1.036
19 H -2.176 -0.204 -2.112  C4 1.039
20 H -0.254 1.506 1.184  C5 1.144
21 H 0.282 -1.870 -1.353  C8 1.120
22 H 0.304 -3.025 -0.025  C8 1.064
23 H 1.359 -0.285 0.559  C9 1.130
24 H 3.556 -1.263 -0.218  C10 1.070
25 H 3.100 -2.827 -0.017  C10 1.063
26 H 3.633 -1.874 1.357  C10 1.141

Output
DFT total energy in hartree: -1066.0514
2S+1: 3
Orbital gap (alpha / beta) in eV: 6.7 / 6.3
HOMO energy (alpha / beta) in eV: -6.25 / -10.05
Relative energy (zero: lowest compared OMol25 entry of this formula, charge and spin) in kcal per mole: 81.80

natural (NBO) charges, unit e, in atom order:
1 C -0.20
2 C -0.22
3 C -0.10
4 C -0.18
5 C -0.21
6 C -0.29
7 C 0.87
8 C -0.53
9 C 0.06
10 C -0.64
11 N -0.94
12 O -0.57
13 O -0.93
14 O -0.54
15 S 1.98
16 H 0.21
17 H 0.23
18 H 0.21
19 H 0.22
20 H 0.25
21 H 0.24
22 H 0.23
23 H 0.17
24 H 0.22
25 H 0.22
26 H 0.25

=====

Record 5
The molecule C5H10O. Source: the Open Molecules 2025 dataset; level of theory: wB97M-V/def2-TZVPD.

Each atom is followed by the atoms it is bonded to, with distances in Å.
Cartesian coordinates (Å):
1 C 2.111 0.608 -0.723  C2 1.530, H7 1.097, H8 1.095, H9 1.096
2 C 0.767 0.872 -0.041  C1 1.530, C3 1.515, H10 1.097, H11 1.096
3 C 0.252 -0.287 0.789  C2 1.515, O4 1.424, C5 1.473, H12 1.095
4 O -0.776 0.043 1.718  C3 1.424, C5 1.421
5 C -1.080 -0.910 0.708  C3 1.473, O4 1.421, C6 1.507, H13 1.095
6 C -2.150 -0.566 -0.297  C5 1.507, H14 1.094, H15 1.096, H16 1.097
7 H 2.885 0.353 0.012  C1 1.097
8 H 2.446 1.506 -1.253  C1 1.095
9 H 2.056 -0.207 -1.454  C1 1.096
10 H 0.880 1.711 0.657  C2 1.097
11 H 0.022 1.183 -0.782  C2 1.096
12 H 1.043 -0.912 1.217  C3 1.095
13 H -1.159 -1.929 1.101  C5 1.095
14 H -2.055 0.458 -0.669  C6 1.094
15 H -3.141 -0.665 0.162  C6 1.096
16 H -2.102 -1.259 -1.145  C6 1.097

Output
DFT total energy in hartree: -271.7098
Orbital gap in eV: 11.1
HOMO energy in eV: -9.99
SMILES: CC[C@H]1O[C@H]1C
Relative energy (zero: lowest compared OMol25 entry of this formula, charge and spin) in kcal per mole: 26.88

natural (NBO) charges, unit e, in atom order:
1 C -0.61
2 C -0.43
3 C 0.06
4 O -0.50
5 C 0.07
6 C -0.64
7 H 0.20
8 H 0.21
9 H 0.20
10 H 0.22
11 H 0.20
12 H 0.17
13 H 0.17
14 H 0.22
15 H 0.22
16 H 0.22

=====

Record 6
A cluster of 2 separate species, C9H15NO5 in total. Source: the Open Molecules 2025 dataset; level of theory: wB97M-V/def2-TZVPD.

Each atom is followed by the atoms it is bonded to, with distances in Å.
Cartesian coordinates (Å):
1 N 4.014 2.165 -0.264  C2 1.444, H10 1.005, H11 1.004
2 C 2.676 2.199 -0.807  N1 1.444, C3 1.533, H12 1.083, H13 1.081
3 C 1.555 2.196 0.238  C2 1.533, C4 1.500, H14 1.084, H15 1.082
4 C 0.232 2.349 -0.451  C3 1.500, C5 1.501, O9 1.448, H16 1.088
5 C -0.462 1.084 -0.866  C4 1.501, O6 1.439, H17 1.083, H18 1.073
6 O -1.739 1.623 -1.256  C5 1.439, C7 1.355
7 C -1.959 2.698 -0.461  O6 1.355, O8 1.213, O9 1.370
8 O -2.972 3.363 -0.447  C7 1.213
9 O -0.853 2.930 0.313  C4 1.448, C7 1.370
10 H 4.131 1.443 0.425  N1 1.005
11 H 4.267 3.057 0.121  N1 1.004
12 H 2.523 1.353 -1.467  C2 1.083
13 H 2.582 3.105 -1.387  C2 1.081
14 H 1.568 1.250 0.768  C3 1.084
15 H 1.738 2.986 0.954  C3 1.082
16 H 0.326 3.005 -1.315  C4 1.088
17 H -0.649 0.546 0.055  C5 1.083
18 H 0.024 0.513 -1.634  C5 1.073
19 O 0.735 -1.761 0.087  C20 1.195
20 C -0.198 -2.433 0.416  O19 1.195, C21 1.517, O24 1.350
21 C -1.369 -2.876 -0.440  C20 1.517, C22 1.528, H25 1.091, H26 1.086
22 C -2.394 -3.324 0.600  C21 1.528, C23 1.524, H27 1.088, H28 1.090
23 C -1.496 -3.769 1.748  C22 1.524, O24 1.440, H29 1.092, H30 1.087
24 O -0.333 -2.925 1.666  C20 1.350, C23 1.440
25 H -1.036 -3.698 -1.074  C21 1.091
26 H -1.718 -2.056 -1.062  C21 1.086
27 H -3.068 -4.106 0.258  C22 1.088
28 H -2.998 -2.472 0.913  C22 1.090
29 H -1.174 -4.807 1.645  C23 1.092
30 H -1.952 -3.637 2.726  C23 1.087

Output
DFT total energy in hartree: -782.9090
Orbital gap in eV: 10.1
HOMO energy in eV: -9.47
SMILES: NCC[C@H]1COC(=O)O1.O=C1CCCO1
Relative energy (zero: lowest compared OMol25 entry of this formula, charge and spin) in kcal per mole: 0.00

natural (NBO) charges, unit e, in atom order:
1 N -0.83
2 C -0.20
3 C -0.44
4 C 0.07
5 C -0.09
6 O -0.50
7 C 0.96
8 O -0.57
9 O -0.50
10 H 0.36
11 H 0.36
12 H 0.18
13 H 0.19
14 H 0.21
15 H 0.22
16 H 0.17
17 H 0.19
18 H 0.22
19 O -0.58
20 C 0.80
21 C -0.53
22 C -0.43
23 C -0.07
24 O -0.49
25 H 0.24
26 H 0.24
27 H 0.23
28 H 0.21
29 H 0.18
30 H 0.20